1.
Formula: C19H20F
Source: the Open Molecules 2025 dataset
Level of theory: wB97M-V/def2-TZVPD

Structure (XYZ):
```
40
C19H20F | the Open Molecules 2025 dataset | wB97M-V/def2-TZVPD
C 1.51 -3.40 -1.12
C 0.98 -2.70 0.12
C 1.65 -2.33 1.29
C 1.13 -1.56 2.35
C 1.60 -0.80 3.49
C 0.91 0.61 3.42
H 0.76 -4.14 -1.49
H 1.62 -2.69 -1.96
H 2.49 -3.91 -0.97
H -0.12 -2.50 0.06
H 2.69 -2.75 1.37
H 0.05 -1.40 2.17
H 2.73 -0.64 3.53
H 1.70 1.37 3.37
H 0.38 0.82 2.46
H 0.23 0.92 4.27
F 5.52 -4.56 6.08
C 4.32 -4.24 5.49
C 3.47 -5.28 5.08
C 2.24 -4.96 4.44
C 1.81 -3.63 4.41
C 2.59 -2.63 5.00
C 1.95 -1.28 5.16
C 2.65 -0.50 6.31
C 2.64 0.90 6.27
C 3.17 1.66 7.33
C 3.72 1.04 8.46
C 3.75 -0.36 8.51
C 3.26 -1.10 7.44
C 3.94 -2.92 5.37
H 3.76 -6.32 5.19
H 1.56 -5.74 4.05
H 0.87 -3.33 3.92
H 0.79 -1.38 5.35
H 2.24 1.41 5.38
H 3.15 2.75 7.26
H 4.09 1.63 9.30
H 4.15 -0.91 9.37
H 3.40 -2.19 7.48
H 4.64 -2.16 5.67
```

## Properties
Total charge: +1
DFT total energy: -835.4582 Ha
F_max: 3.836 eV/A


2.
Formula: C19H20F2N2S2
Source: the Open Molecules 2025 dataset
Level of theory: wB97M-V/def2-TZVPD

Structure (XYZ):
```
45
C19H20F2N2S2 | the Open Molecules 2025 dataset | wB97M-V/def2-TZVPD
C -5.30 0.70 2.96
N -3.87 0.74 2.98
C -3.26 -0.53 2.76
C -1.76 -0.48 2.84
N -1.30 0.63 1.99
C 0.05 0.55 1.53
S 0.36 -0.92 0.64
S 1.07 1.89 1.59
C -1.78 1.92 2.45
C -3.30 1.89 2.33
H -5.69 1.68 3.23
H -5.70 0.46 1.97
H -5.67 -0.03 3.67
H -3.62 -1.22 3.54
H -3.52 -0.98 1.79
H -1.42 -0.28 3.87
H -1.27 -1.40 2.49
H -1.49 2.09 3.50
H -1.37 2.71 1.80
H -3.57 1.90 1.25
H -3.72 2.78 2.80
F 0.92 1.33 -5.40
C 0.53 1.00 -4.12
C -0.76 1.38 -3.72
C -1.16 0.99 -2.42
C -0.31 0.27 -1.62
C 1.04 -0.01 -1.90
C 2.00 -0.56 -0.89
C 3.27 -1.22 -1.32
C 3.87 -2.08 -0.38
C 5.06 -2.75 -0.60
C 5.74 -2.59 -1.82
C 5.21 -1.72 -2.77
F 5.87 -1.57 -3.97
C 4.04 -1.00 -2.52
C 1.38 0.29 -3.27
H -1.44 1.94 -4.36
H -2.15 1.22 -2.03
H -0.80 -0.10 -0.68
H 2.27 0.04 0.08
H 3.33 -2.19 0.56
H 5.45 -3.42 0.17
H 6.67 -3.13 -2.01
H 3.78 -0.24 -3.27
H 2.33 0.02 -3.73
```

## Properties
DFT total energy: -1841.4685 Ha
F_max: 3.810 eV/A


3.
Formula: C19H20F2N4O3
Source: the Open Molecules 2025 dataset
Level of theory: wB97M-V/def2-TZVPD

Structure (XYZ):
```
48
C19H20F2N4O3 | the Open Molecules 2025 dataset | wB97M-V/def2-TZVPD
C -7.51 1.41 0.23
C -6.26 0.64 0.45
C -6.12 -0.74 0.69
C -4.76 -0.95 0.83
C -4.00 -2.19 1.11
N -4.18 0.26 0.69
C -2.77 0.55 0.66
C -2.23 0.43 -0.79
C -2.59 1.66 -1.61
N -0.80 0.23 -0.78
C -0.26 -1.00 -0.64
O -0.90 -2.03 -0.55
C 1.23 -0.98 -0.62
C 2.09 -2.10 -0.56
C 3.34 -1.54 -0.56
C 4.70 -2.16 -0.52
O 5.52 -1.58 0.48
C 5.93 -0.29 0.38
C 6.34 0.32 1.58
F 6.25 -0.40 2.71
C 6.81 1.61 1.64
C 6.89 2.36 0.48
C 6.51 1.81 -0.72
C 6.04 0.50 -0.77
F 5.70 0.01 -1.98
O 3.22 -0.21 -0.61
N 1.92 0.13 -0.64
N -5.07 1.23 0.45
H -8.17 1.32 1.09
H -8.04 1.03 -0.64
H -7.27 2.46 0.08
H -6.90 -1.47 0.75
H -3.60 -2.17 2.13
H -4.65 -3.05 1.02
H -3.16 -2.31 0.43
H -2.25 -0.15 1.30
H -2.63 1.57 1.03
H -2.67 -0.47 -1.23
H -2.34 1.52 -2.65
H -3.66 1.85 -1.52
H -2.06 2.53 -1.23
H -0.18 1.02 -0.79
H 1.81 -3.13 -0.53
H 5.17 -2.11 -1.51
H 4.61 -3.21 -0.22
H 7.10 2.02 2.60
H 7.25 3.38 0.51
H 6.56 2.36 -1.65
```

## Properties
DFT total energy: -1380.4549 Ha
F_max: 1.174 eV/A


4.
Formula: C19H20N4O5S2
Source: the Open Molecules 2025 dataset
Level of theory: wB97M-V/def2-TZVPD

Structure (XYZ):
```
50
C19H20N4O5S2 | the Open Molecules 2025 dataset | wB97M-V/def2-TZVPD
C -5.82 -0.37 -0.46
H -6.84 0.00 -0.49
O -5.09 0.58 0.28
C -3.76 0.37 0.48
C -3.10 1.35 1.23
C -1.74 1.23 1.48
C -1.03 0.15 0.99
C -1.69 -0.83 0.24
C -3.05 -0.72 -0.01
H -3.55 -1.48 -0.58
O -0.90 -1.86 -0.21
C -1.47 -2.86 -1.01
H -0.66 -3.53 -1.27
H -1.91 -2.45 -1.92
H -2.24 -3.42 -0.46
N 0.35 -0.01 1.17
C 1.27 0.90 1.55
O 1.02 1.97 2.07
C 2.70 0.43 1.28
N 2.74 -0.61 0.26
S 3.11 -0.04 -1.29
O 4.18 0.92 -1.26
O 3.27 -1.20 -2.12
C 1.55 0.73 -1.68
C 0.61 0.02 -2.37
C -0.69 0.52 -2.56
C -1.09 1.72 -2.02
C -0.14 2.47 -1.31
N -0.32 3.64 -0.69
S 1.07 4.07 0.00
N 1.97 2.84 -0.47
C 1.21 1.99 -1.16
H -2.09 2.09 -2.13
H -1.40 -0.07 -3.13
H 0.89 -0.95 -2.76
C 3.55 -1.73 0.73
C 4.36 -1.17 1.90
H 5.24 -0.64 1.52
C 3.38 -0.18 2.52
H 2.64 -0.70 3.12
H 3.85 0.58 3.13
H 4.68 -1.94 2.59
H 2.88 -2.52 1.07
H 4.16 -2.10 -0.09
H 3.27 1.31 0.93
H 0.73 -0.84 0.71
H -1.23 1.99 2.06
H -3.66 2.19 1.59
H -5.80 -1.36 0.02
H -5.44 -0.46 -1.49
```

## Properties
DFT total energy: -2127.6153 Ha
F_max: 1.342 eV/A


Number 1: HOMO -11.796 eV. Number 2: HOMO -8.508 eV. Number 3: HOMO -8.746 eV. Number 4: HOMO -7.828 eV.